1.
DFT (ωB97M-V with the def2-TZVPD basis set) results for a single C11H14S molecule.

The geometry in XYZ format:
```
26
C11H14S ωB97M-V with the def2-TZVPD basis set
C -2.67887 1.52918 -1.25599
C -1.43317 0.99139 -1.25104
C -0.87062 0.00163 -0.25574
S -1.59022 -1.65027 -0.97592
C -1.28531 0.20290 1.20612
C -0.91286 -0.85821 2.13367
C 0.65089 -0.15611 -0.35053
C 1.33743 1.02960 -0.51648
C 2.70785 1.08026 -0.58879
C 3.36383 -0.14003 -0.43081
C 2.71411 -1.33433 -0.02628
C 1.34648 -1.35217 -0.12514
H -3.01850 2.09657 -2.05152
H -3.35751 1.51333 -0.38780
H -0.86151 1.11039 -2.12753
H -2.92875 -1.28002 -1.15203
H -2.29409 0.34478 1.11490
H -0.86445 1.17965 1.48216
H -0.20348 -1.60693 1.71602
H -0.32021 -0.66757 3.02793
H -1.87384 -1.34530 2.45058
H 0.55037 1.87033 -0.81099
H 3.33945 1.97344 -0.87509
H 4.41680 -0.07423 -0.35941
H 3.28572 -2.20098 0.24674
H 0.78043 -2.25730 0.16296
```

HOMO-LUMO gap ... 0.3518 hartree
Structure (SMILES) ... C=C[C@](S)(CC)c1ccccc1
LUMO ... 0.78 eV



2.
DFT (ωB97M-V with the def2-TZVPD basis set) results for a molecular structure, C11H15AgO4PS3.

The geometry in XYZ format:
```
35
C11H15AgO4PS3 ωB97M-V with the def2-TZVPD basis set
Ag 1.52466 -0.59759 0.58084
C 4.93478 -1.93027 -4.34670
C 3.72421 -1.03246 -4.16569
O 3.92522 -0.17805 -3.05212
P 2.88278 -0.16558 -1.80327
S 3.57994 1.19638 -0.58272
S 2.59499 -2.07121 -1.24719
O 1.59959 0.32465 -2.69302
C 0.23964 0.35130 -2.26792
C -0.16994 1.72430 -1.77136
H 4.79349 -2.58015 -5.21372
H 5.06393 -2.54771 -3.45716
H 5.83525 -1.32996 -4.48566
H 2.82781 -1.64112 -4.02199
H 3.57516 -0.40318 -5.04856
H 0.06546 -0.38199 -1.47569
H -0.35560 0.05222 -3.13536
H 0.35378 1.95758 -0.84472
H -1.24271 1.71919 -1.56932
H 0.05641 2.48633 -2.52073
O -6.11722 0.23761 3.92952
C -4.94234 0.12693 4.70810
O -5.11941 -0.03015 5.92370
C -3.71160 0.20890 4.01085
C -3.57492 0.25535 2.58078
C -2.34892 0.41993 1.97737
C -1.16550 0.53407 2.72494
S 0.38675 0.92926 1.95777
C -1.27027 0.41464 4.13044
C -2.48209 0.25407 4.74940
H -5.84134 0.52603 3.05408
H -4.44359 0.10988 1.94183
H -2.27298 0.43951 0.89477
H -0.35520 0.45579 4.71132
H -2.55021 0.16549 5.82719
```

Net charge ... -2
HOMO-LUMO gap (alpha / beta) ... 0.1034 / 0.2116 hartree
2S+1 ... 2
LUMO (alpha / beta) ... 4.47 / 4.46 eV



Copy entry 1 word for word.
DFT (ωB97M-V with the def2-TZVPD basis set) results for a single C11H14S molecule.

The geometry in XYZ format:
```
26
C11H14S ωB97M-V with the def2-TZVPD basis set
C -2.67887 1.52918 -1.25599
C -1.43317 0.99139 -1.25104
C -0.87062 0.00163 -0.25574
S -1.59022 -1.65027 -0.97592
C -1.28531 0.20290 1.20612
C -0.91286 -0.85821 2.13367
C 0.65089 -0.15611 -0.35053
C 1.33743 1.02960 -0.51648
C 2.70785 1.08026 -0.58879
C 3.36383 -0.14003 -0.43081
C 2.71411 -1.33433 -0.02628
C 1.34648 -1.35217 -0.12514
H -3.01850 2.09657 -2.05152
H -3.35751 1.51333 -0.38780
H -0.86151 1.11039 -2.12753
H -2.92875 -1.28002 -1.15203
H -2.29409 0.34478 1.11490
H -0.86445 1.17965 1.48216
H -0.20348 -1.60693 1.71602
H -0.32021 -0.66757 3.02793
H -1.87384 -1.34530 2.45058
H 0.55037 1.87033 -0.81099
H 3.33945 1.97344 -0.87509
H 4.41680 -0.07423 -0.35941
H 3.28572 -2.20098 0.24674
H 0.78043 -2.25730 0.16296
```

HOMO-LUMO gap ... 0.3518 hartree
Structure (SMILES) ... C=C[C@](S)(CC)c1ccccc1
LUMO ... 0.78 eV